# C4H4FPS

One molecule with the formula C4H4FPS in a non-equilibrium geometry (wB97M-V/def2-TZVPD, the OMol25 dataset).

XYZ file:
```
11
Properties=species:S:1:pos:R:3:lowdin_charge:R:1
S 0.493 2.406 0.136 0.568
P 1.212 0.990 -1.223 0.627
F 1.475 3.795 -0.231 -0.576
C -0.555 0.423 -1.001 -0.559
C 0.972 -1.517 1.099 0.153
C -0.948 -0.552 -0.199 -0.227
C -0.235 -1.550 0.655 -0.235
H -1.989 -0.822 -0.081 0.091
H 1.722 -1.780 1.688 -0.011
H -0.905 -2.509 0.616 0.133
H -1.243 1.114 -1.458 0.037
```

2S+1   1
Lowest unoccupied orbital energy (spin up / spin down)   -1.27 / -0.35 eV
HOMO level (spin up / spin down)   -0.322 / -0.290 Eh
HOMO-LUMO gap (spin up / spin down)   7.492 / 7.543 eV
Energy relative to the best compared isomer or geometry (same formula, charge and spin)   293.4 kJ/mol
Electronic energy   -994.0181 Eh